DFT (ωB97M-V/def2-TZVPD) results for a molecular structure, C2H4CdO5S in a non-equilibrium geometry.

Its net charge is +2. Its multiplicity is 1. The HOMO energy comes out at -19.502 eV. The calculation puts the molar mass at 252.528 g/mol. The orbital gap is 0.2030 hartree.

CARTESIAN COORDINATES (ANGSTROEM)
H 1.613 0.973 -0.209
Cd -1.696 2.417 -0.693
O 0.863 -3.016 0.459
C 0.675 0.430 -0.344
O -0.170 1.111 -1.396
H 0.001 1.212 1.656
O 0.834 -0.848 -0.747
H -1.241 0.416 0.642
O 0.144 -0.845 1.513
H 0.413 1.620 -1.996
O -1.321 -1.945 -0.118
C -0.151 0.385 0.962
S 0.036 -1.912 0.271

Mulliken analysis output, partial charges in e: 0.39, 1.48, -0.40, 0.74, -0.63, 0.38, -0.29, 0.31, -0.26, 0.44, -0.47, -0.80, 1.10

---

DFT (ωB97M-V/def2-TZVPD) results for 4 unconnected molecules or ions with the total composition C32H38FN2O3S in a non-equilibrium geometry.

Its net charge is +1. Its multiplicity is 1. The HOMO energy comes out at -10.729 eV. The calculation puts the molar mass at 549.732 g/mol. The orbital gap is 0.1836 hartree.

CARTESIAN COORDINATES (ANGSTROEM)
C 0.465 -6.362 0.599
H -3.251 -0.044 2.001
O 3.293 4.785 2.231
H 1.055 1.439 1.396
C -0.850 2.781 1.816
H -1.275 -5.611 -0.427
C -0.276 -5.383 -0.061
H -0.849 0.965 3.364
H -5.457 -2.609 -6.381
H 3.871 -1.432 2.608
H -2.270 2.095 -1.736
H 3.275 -4.563 1.259
C 3.276 -2.795 6.187
C 4.554 -1.437 4.652
H 1.964 -2.828 0.064
C -1.550 1.519 2.593
C 3.706 -1.817 3.610
H 1.605 -3.858 5.337
C 1.542 -3.817 0.217
H 0.047 -7.355 0.744
H 2.187 0.342 -3.495
C 0.262 -4.111 -0.254
C -1.402 1.349 -2.077
C 2.649 -2.691 3.857
H 5.001 -1.633 6.750
H 3.105 -3.173 7.192
N -0.175 1.432 -1.196
H 0.349 0.197 -3.918
H -4.007 -1.035 -2.654
C 2.280 -4.794 0.886
C 1.401 4.847 -2.762
C 1.743 -6.067 1.075
H -0.315 -3.349 -0.770
O 1.790 0.014 -0.667
C 1.152 -0.128 -3.131
F 2.761 6.878 -1.514
S 0.863 7.599 1.235
H -1.380 2.946 0.764
H -1.516 -1.718 0.789
H -5.884 -0.302 -7.189
H -2.453 1.968 3.229
H 5.381 -0.759 4.459
H -1.854 0.269 -2.003
N 0.678 3.497 -2.667
C -4.706 -1.965 -4.467
H -4.525 -2.976 -4.111
H -0.834 -1.182 2.563
C 2.040 5.582 -1.408
H 1.390 3.007 2.424
C 0.777 2.572 1.527
C -5.232 -1.759 -5.742
C 4.339 -1.928 5.939
C 1.879 4.881 0.100
C -1.152 -0.837 1.468
H 1.303 -1.288 -3.046
H 2.319 -6.829 1.593
C -5.469 -0.462 -6.198
H 1.992 -2.993 3.044
C 1.068 3.431 0.121
H -0.198 -0.368 0.980
H -1.202 1.574 -3.215
H -0.171 7.146 2.077
C 0.518 2.801 -1.326
C 0.906 0.444 -1.611
C -4.414 -0.874 -3.648
H 0.331 3.083 -3.569
C 2.505 5.571 1.451
H -5.351 1.640 -5.738
C -2.256 0.410 1.577
H -2.427 0.875 0.517
C 2.432 -3.179 5.145
H 1.496 5.324 -3.848
O 2.329 6.983 1.866
C -4.642 0.423 -4.107
C -5.171 0.629 -5.381
H -4.409 1.273 -3.472
H -0.956 3.739 2.479

Mulliken analysis output, partial charges in e: -0.39, 0.36, -0.44, -0.01, -0.29, 0.36, -0.56, 0.28, 0.36, 0.42, 0.33, 0.44, -0.31, -0.39, 0.39, -0.73, -0.44, 0.38, -0.32, 0.37, 0.32, -0.14, -1.24, -0.11, 0.36, 0.36, 1.04, 0.26, 0.47, -0.48, -0.38, -0.48, 0.42, -0.48, -0.98, -0.25, -0.04, 0.14, 0.23, 0.36, 0.31, 0.37, 0.32, 0.02, -0.47, 0.37, 0.31, 0.00, 0.51, -0.37, -0.37, -0.42, 0.24, -0.74, 0.34, 0.39, -0.35, 0.41, 0.00, 0.05, 0.28, 0.19, -0.21, 0.27, -0.33, 0.34, 0.63, 0.36, -0.10, 0.00, -0.63, 0.36, -0.23, -0.28, -0.47, 0.38, 0.35

---

DFT (ωB97M-V/def2-TZVPD) results for a molecular structure, CH7NOP3 in a non-equilibrium geometry.

Its net charge is -1. As for the relative energy (zero: lowest compared OMol25 entry of this formula, charge and spin): 2.3 kcal/mol. Its multiplicity is 1. The HOMO energy comes out at -2.767 eV. The calculation puts the molar mass at 141.995 g/mol. The orbital gap is 0.2633 hartree.

CARTESIAN COORDINATES (ANGSTROEM)
N -0.784 -0.331 0.099
H -1.011 -1.923 1.437
H 0.964 3.587 -1.161
H 2.454 -0.550 -0.119
C -1.619 -1.216 0.751
H 1.961 2.114 -1.902
O -0.757 0.903 0.800
P 1.082 -0.611 -0.412
H -2.057 -1.707 -0.001
H -2.320 -0.748 1.476
H 1.159 -1.494 0.711
P 0.599 2.281 -1.588
P 0.732 1.488 0.382

Mulliken analysis output, partial charges in e: -0.25, 0.25, 0.01, -0.04, -0.79, 0.03, -0.25, -0.25, 0.29, 0.28, -0.06, -0.19, -0.04

---

DFT (ωB97M-V/def2-TZVPD) results for a molecular structure, C12H27GaNO7P2 in a non-equilibrium geometry.

Its net charge is -1. Its multiplicity is 1. The HOMO energy comes out at -4.441 eV. The calculation puts the molar mass at 429.019 g/mol. The orbital gap is 0.2525 hartree.

CARTESIAN COORDINATES (ANGSTROEM)
H 5.748 1.911 -0.185
P -3.890 3.267 1.510
H -0.389 -4.279 -0.901
H 5.202 0.334 -1.064
C 1.955 0.170 1.000
O -5.123 3.379 2.538
C -0.414 -0.634 0.155
H 2.174 -0.981 1.082
C 0.844 0.416 -0.180
H -0.285 -0.939 1.302
C 4.962 1.476 -0.946
H 1.255 0.051 -1.239
C 4.188 4.171 0.755
O -2.218 -4.565 -1.769
N 3.511 1.734 -0.490
O -2.798 -3.641 0.204
H -2.617 -5.601 0.757
H -0.273 -6.471 -1.996
C -0.811 -6.389 -1.046
O -2.773 4.559 1.997
H 5.189 1.978 -1.992
H -0.157 -6.742 -0.243
O -3.900 -3.011 -1.701
H 4.782 5.082 0.318
H 4.933 3.564 1.460
H 3.362 4.607 1.498
H 3.473 1.679 1.782
C 3.352 1.010 0.828
H -3.173 5.460 1.761
P -2.873 1.381 1.957
H -0.393 -1.593 -0.536
O 2.678 3.890 -1.281
H 1.453 0.531 2.016
H -1.676 -7.058 -1.119
H -3.347 -1.003 -0.123
O -4.433 3.430 -0.138
C -2.554 1.348 -1.750
C -1.247 -4.957 -0.812
Ga -2.286 0.230 -0.031
H 0.477 1.521 -0.292
H -3.705 3.944 -0.625
H -1.295 -4.543 1.313
H -1.665 1.759 2.696
C 3.427 3.237 -0.357
C -1.973 -4.758 0.483
H -3.722 1.425 -1.944
C -3.047 -3.677 -1.139
H -2.034 2.397 -1.749
H 4.231 0.204 0.886
H -2.127 0.696 -2.649

Mulliken analysis output, partial charges in e: 0.33, 0.78, 0.22, 0.32, -0.54, -0.66, -0.22, 0.16, -0.29, 0.22, -0.86, 0.16, -0.87, -0.36, 0.18, -0.22, 0.33, 0.36, -1.56, -0.56, 0.27, 0.37, -0.53, 0.28, 0.29, 0.27, 0.19, -0.44, 0.29, -0.07, -0.08, -0.58, 0.21, 0.37, -0.15, -0.47, -0.78, 0.66, -0.13, 0.18, 0.32, 0.30, 0.02, 0.32, -0.53, 0.22, 0.61, 0.14, 0.28, 0.22

---

DFT (ωB97M-V/def2-TZVPD) results for a molecular structure, C3H7N3O.

Its net charge is 0. As for the relative energy (zero: lowest compared OMol25 entry of this formula, charge and spin): 84.6 kcal/mol. Its multiplicity is 1. The HOMO energy (spin up / spin down) comes out at -8.775 / -8.775 eV. The calculation puts the molar mass at 101.109 g/mol. The orbital gap (spin up / spin down) is 0.3347 / 0.3347 hartree.

CARTESIAN COORDINATES (ANGSTROEM)
H -1.097 2.382 -0.613
C 0.468 -0.010 0.387
H -0.996 -1.627 -2.169
C -0.187 -1.168 -0.373
N -0.660 -0.862 -1.604
H -0.741 2.022 1.137
H -0.341 -0.017 -2.052
C -0.562 1.734 0.097
N 1.433 -0.482 1.227
N 0.625 1.193 -0.261
H 1.323 -1.439 1.532
O -0.210 -2.281 0.125
H 1.865 0.169 1.860
H -0.919 0.386 0.706

Mulliken analysis output, partial charges in e: 0.24, 0.64, 0.26, 0.19, -0.35, 0.31, 0.24, -0.37, -0.47, -0.68, 0.24, -0.64, 0.24, 0.18